Record 1
{
  "formula": "C4H4NO2",
  "method": "ωB97M-V/def2-TZVPD",
  "elements": ["H", "H", "C", "H", "C", "C", "C", "O", "H", "N", "O"],
  "xyz": [[-0.362, 1.998, -0.247], [-0.795, 1.474, 1.502], [1.611, 0.255, -0.226], [-1.856, 0.939, 0.136], [0.079, 0.003, 0.028], [-0.365, -1.171, -0.028], [-0.775, 1.173, 0.375], [2.277, 0.473, 0.791], [-0.982, -2.902, -0.922], [-0.722, -2.438, 0.007], [1.890, 0.196, -1.417]],
  "forces_ev_per_a": [[-0.790, -0.088, 0.600], [0.509, -0.525, -1.908], [-0.513, -0.345, 0.612], [1.094, 0.536, 0.001], [0.668, 1.715, 0.979], [-2.011, -7.031, -0.667], [-1.049, 0.835, 0.851], [0.189, 0.246, 0.220], [0.462, 1.481, 1.330], [0.771, 3.009, -0.905], [0.669, 0.167, -1.113]],
  "homo_lumo_gap_ha": 0.298,
  "charge": -1,
  "largest_force_ev_per_a": 7.3,
  "homo_energy_ha": -0.1503
}

***

Record 2
{
  "formula": "C4H4NO2",
  "method": "ωB97M-V/def2-TZVPD",
  "elements": ["C", "H", "H", "N", "C", "O", "H", "C", "O", "C", "H"],
  "xyz": [[0.573, -0.634, -0.729], [1.297, -0.039, -1.145], [0.421, 0.737, 0.861], [1.210, -1.975, -0.329], [-2.493, -0.594, 0.099], [1.069, -2.438, 0.718], [0.042, -0.975, -1.578], [-1.410, -0.145, 0.684], [-3.439, -0.792, -0.478], [-0.136, 0.103, 0.300], [-1.455, 0.187, 1.724]],
  "forces_ev_per_a": [[-1.665, 0.537, 0.862], [2.453, 1.066, -0.800], [1.553, 1.747, 1.988], [1.365, -0.780, -0.832], [-2.066, -0.585, -2.089], [-0.601, 0.131, 0.913], [-1.234, -0.393, -0.761], [2.656, 1.632, 3.573], [0.010, -0.403, 0.325], [-1.136, -2.959, -3.135], [-1.335, 0.009, -0.044]],
  "homo_lumo_gap_ha": [0.262, 0.262],
  "charge": 1,
  "largest_force_ev_per_a": 4.7,
  "homo_energy_ha": [-0.5142, -0.5143]
}

***

Record 3
{
  "formula": "C4H4NO3S",
  "method": "ωB97M-V/def2-TZVPD",
  "elements": ["O", "H", "H", "S", "C", "H", "C", "C", "C", "O", "H", "O", "N"],
  "xyz": [[1.170, 0.786, -1.331], [-2.555, 0.858, -0.366], [0.737, -0.566, 1.455], [3.157, -0.242, 0.296], [1.496, 0.153, -0.338], [-1.657, 1.356, 1.020], [-1.476, -1.642, -0.230], [-1.582, 0.894, 0.038], [-1.026, -0.522, 0.203], [-2.022, -2.687, -0.369], [-0.920, 1.398, -0.555], [4.222, 0.663, -0.320], [0.457, -0.449, 0.498]],
  "forces_ev_per_a": [[0.403, -0.230, 0.314], [-1.243, 0.175, -0.700], [-0.133, -0.188, 0.122], [-1.314, 0.065, -0.081], [-0.773, -0.373, 0.223], [0.146, 0.061, 0.102], [-2.056, -3.059, 0.160], [-1.224, -2.439, 2.102], [4.165, 3.647, 0.291], [0.975, 1.309, -0.328], [1.583, 1.432, -1.607], [-0.066, 0.110, -0.158], [-0.461, -0.509, -0.440]],
  "homo_lumo_gap_ha": 0.215,
  "charge": -1,
  "largest_force_ev_per_a": 5.5,
  "homo_energy_ha": -0.0949
}